Formula: C5H10BrN2
Source: the Open Molecules 2025 dataset
Level of theory: ωB97M-V/def2-TZVPD

Multiplicity: 3
Gap between HOMO and LUMO (alpha / beta): 8.638 / 7.494 eV
HOMO energy (alpha / beta): -13.05 / -13.97 eV
Total charge: +1
Energy above the lowest of the compared OMol25 structures with the same formula, charge and spin: 112.7 kJ/mol

Each line ends with the Löwdin charge.
Positions of all 18 atoms, in Å:
C (1.88689, 0.00091, 0.24483)  -0.53
C (-0.29772, 0.52052, -0.67545)  -0.11
C (-0.62224, -1.02002, -0.80775)  -0.45
C (-1.37746, -1.58842, 0.47065)  0.00
C (0.68366, 2.03977, 0.73024)  -0.03
N (0.86497, 0.74781, 0.14845)  -0.20
N (0.48849, -1.56611, -1.31313)  0.16
Br (3.49214, 0.11839, 0.89324)  1.05
H (-0.02863, 0.93483, -1.59378)  0.12
H (-1.17145, 1.21921, -0.32234)  0.17
H (-1.28221, -1.05958, -1.58684)  0.12
H (-1.54693, -2.58884, 0.44444)  0.04
H (-2.41002, -1.11978, 0.36259)  0.11
H (-0.96047, -1.28920, 1.39963)  0.06
H (0.26791, 2.68084, -0.15129)  0.15
H (-0.16191, 1.95692, 1.44465)  0.12
H (1.52043, 2.53587, 1.24992)  0.11
H (0.65454, -2.52311, -0.93806)  0.10

=====

Formula: C40H83Br2ClN9O12P
Source: the Open Molecules 2025 dataset
Level of theory: ωB97M-V/def2-TZVPD

Gap between HOMO and LUMO: 7.969 eV
HOMO energy: -7.76 eV
Structure (SMILES): C[C@H](Br)[C@@H](Br)CO[C@@H](COO)[C@@H](O[C@H](CCCN)CCCCn1cccc1)P(O)Cl.CN(C)C=O.CN(C)C=O.CN(C)C=O.CN(C)C=O.CN(C)C=O.CN(C)C=O.CN(C)C=O

Each line ends with the Löwdin charge.
Positions of all 148 atoms, in Å:
C (-0.88191, 4.60298, 1.41430)  -0.20
C (-0.01647, 3.39371, 1.00456)  -0.73
Br (1.72095, 4.11589, 0.49733)  0.78
C (-0.70184, 2.59521, -0.09725)  -0.68
Br (-1.50439, 3.70013, -1.48060)  0.81
C (0.14398, 1.52178, -0.78809)  -0.29
O (1.18773, 1.04349, 0.02825)  -0.14
C (2.11319, 0.26917, -0.71545)  -0.30
C (3.09385, 1.25826, -1.37919)  -0.17
O (3.54590, 0.78118, -2.65394)  -0.18
O (3.42472, 1.81964, -3.61491)  -0.01
C (2.85206, -0.67370, 0.21833)  -0.45
O (2.11005, -1.78103, 0.64461)  -0.16
C (1.22371, -1.52163, 1.72337)  -0.32
C (1.99358, -1.15292, 3.01743)  -0.14
C (1.28416, -1.50336, 4.32644)  -0.20
C (1.79531, -0.68080, 5.53715)  -0.27
N (2.61975, -1.45670, 6.46456)  -0.01
C (0.38159, -2.78849, 1.92422)  -0.13
C (-0.20961, -3.40225, 0.65305)  -0.17
C (-1.66750, -2.95951, 0.42281)  -0.17
C (-1.72003, -1.69031, -0.41470)  -0.12
N (-2.91785, -0.87890, -0.23077)  -0.08
C (-3.23974, 0.17760, -1.04747)  -0.14
C (-4.37188, 0.73012, -0.58888)  -0.11
C (-4.79988, -0.01153, 0.54285)  -0.09
C (-3.88118, -0.98452, 0.71251)  -0.12
P (4.32819, -1.41176, -0.69766)  0.66
O (5.50317, -0.27883, -0.54127)  -0.37
Cl (4.91235, -2.86521, 0.65445)  0.28
H (-0.50308, 4.98029, 2.36062)  0.08
H (-0.67144, 5.38198, 0.69463)  0.01
H (-1.93774, 4.36452, 1.45266)  0.08
H (0.04929, 2.76773, 1.88703)  0.10
H (-1.54149, 2.08074, 0.36572)  0.09
H (-0.52128, 0.70081, -1.05520)  0.09
H (0.50584, 1.93002, -1.73556)  0.09
H (1.63566, -0.27861, -1.53486)  0.17
H (2.60913, 2.21038, -1.54893)  0.08
H (3.93212, 1.48056, -0.72058)  0.10
H (2.49893, 1.75457, -3.89813)  0.10
H (3.26230, -0.05346, 1.02973)  0.14
H (0.52685, -0.69967, 1.54771)  0.14
H (3.01360, -1.53641, 2.95350)  0.12
H (2.08756, -0.06293, 3.00699)  0.11
H (0.21741, -1.30464, 4.21619)  0.10
H (1.42153, -2.56374, 4.51746)  0.10
H (2.30609, 0.22175, 5.21478)  0.11
H (0.91146, -0.36815, 6.09334)  0.10
H (3.56495, -1.57682, 6.12848)  0.06
H (2.20002, -2.36058, 6.62473)  0.06
H (1.00831, -3.51508, 2.44228)  0.12
H (-0.46514, -2.60242, 2.57499)  0.09
H (-0.25120, -4.47903, 0.81203)  0.11
H (0.38542, -3.25929, -0.24792)  0.11
H (-2.20606, -3.74263, -0.09967)  0.11
H (-2.09567, -2.81154, 1.40543)  0.09
H (-1.53907, -1.90588, -1.46556)  0.13
H (-0.87979, -1.07309, -0.08331)  0.10
H (-2.66217, 0.47241, -1.90209)  0.10
H (-4.84814, 1.59125, -1.02608)  0.09
H (-5.66664, 0.18056, 1.14234)  0.09
H (-3.89639, -1.73941, 1.47165)  0.09
H (5.76653, -0.07521, -1.45041)  0.06
C (-1.84774, 10.25720, -0.11561)  -0.06
N (-2.08878, 8.83478, 0.01714)  -0.20
C (-1.78014, 7.95504, -1.09993)  -0.03
C (-2.58777, 8.29494, 1.14618)  -0.35
O (-2.81217, 7.11179, 1.31223)  0.01
H (-2.43845, 10.65967, -0.94121)  0.09
H (-0.78955, 10.43866, -0.31506)  0.09
H (-2.12659, 10.77287, 0.80085)  0.08
H (-2.68247, 7.42976, -1.41494)  0.09
H (-1.04549, 7.21287, -0.78580)  0.08
H (-1.38428, 8.53287, -1.93114)  0.09
H (-2.77999, 9.04379, 1.93427)  0.13
C (8.08664, -2.07756, 2.16684)  -0.07
N (9.43234, -2.52222, 2.47833)  -0.20
C (9.61416, -3.70776, 3.29773)  -0.04
C (10.52506, -1.87356, 2.03345)  -0.36
O (11.67149, -2.20487, 2.26400)  0.01
H (7.55169, -1.85103, 3.09195)  0.09
H (7.55401, -2.86143, 1.62980)  0.04
H (8.11493, -1.18324, 1.54754)  0.08
H (10.17520, -3.45409, 4.19780)  0.09
H (10.17973, -4.45806, 2.74419)  0.09
H (8.64468, -4.11400, 3.57506)  0.08
H (10.28199, -0.98744, 1.42094)  0.13
C (-5.31747, 0.72111, -6.27283)  -0.06
N (-5.02803, 1.50324, -5.08102)  -0.19
C (-6.08259, 2.29611, -4.47285)  -0.04
C (-3.81161, 1.51785, -4.51666)  -0.35
O (-3.51158, 2.15277, -3.52010)  -0.05
H (-5.65169, 1.38591, -7.07332)  0.09
H (-6.10492, -0.00107, -6.05606)  0.10
H (-4.43664, 0.18913, -6.59846)  0.05
H (-5.79399, 3.34799, -4.45558)  0.09
H (-6.24472, 1.97057, -3.44454)  0.09
H (-7.00193, 2.17959, -5.04097)  0.08
H (-3.08189, 0.88204, -5.04869)  0.14
C (-5.31164, -7.38281, 0.11661)  -0.06
N (-5.07141, -6.20538, 0.92685)  -0.19
C (-4.94075, -6.34847, 2.36867)  -0.04
C (-4.96117, -4.97665, 0.39275)  -0.33
O (-4.75883, -3.96220, 1.03289)  0.00
H (-6.24520, -7.86024, 0.42118)  0.09
H (-4.49230, -8.09354, 0.24132)  0.09
H (-5.38295, -7.10808, -0.93365)  0.08
H (-5.70772, -5.75472, 2.86872)  0.09
H (-3.96235, -5.98671, 2.69150)  0.08
H (-5.05208, -7.39387, 2.64511)  0.09
H (-5.06619, -4.96664, -0.70580)  0.14
C (-3.10823, -2.10320, 5.95494)  -0.05
N (-3.06656, -3.17457, 4.97898)  -0.18
C (-4.29834, -3.58226, 4.31721)  -0.03
C (-1.92514, -3.80732, 4.66061)  -0.36
O (-1.83022, -4.71001, 3.84786)  0.01
H (-3.77445, -2.37393, 6.77644)  0.09
H (-3.47571, -1.18806, 5.48635)  0.09
H (-2.11263, -1.91942, 6.35474)  0.08
H (-4.49503, -4.63492, 4.52529)  0.08
H (-4.20521, -3.46100, 3.23670)  0.06
H (-5.12611, -2.97852, 4.68061)  0.09
H (-1.04877, -3.42539, 5.21341)  0.13
C (-2.06148, -0.43054, -10.67694)  -0.06
N (-2.72075, -1.08745, -9.56441)  -0.20
C (-2.01847, -2.13778, -8.84413)  -0.04
C (-3.96392, -0.75925, -9.17359)  -0.35
O (-4.56043, -1.27802, -8.24666)  0.00
H (-1.81358, -1.16329, -11.44703)  0.09
H (-1.14281, 0.04913, -10.33420)  0.09
H (-2.71426, 0.32565, -11.10734)  0.08
H (-2.58474, -3.06764, -8.90076)  0.09
H (-1.91750, -1.86371, -7.79365)  0.09
H (-1.03290, -2.28438, -9.27793)  0.09
H (-4.41122, 0.04610, -9.78096)  0.14
C (6.56489, 2.43736, 0.47876)  -0.06
N (6.67183, 3.29379, 1.64501)  -0.19
C (5.52760, 4.10201, 2.03332)  -0.04
C (7.79510, 3.36770, 2.38414)  -0.36
O (7.93353, 4.06704, 3.36832)  0.01
H (6.34859, 3.04708, -0.40317)  0.10
H (5.76083, 1.72081, 0.62338)  0.06
H (7.49478, 1.89608, 0.31573)  0.08
H (5.79903, 5.15815, 2.02357)  0.09
H (5.21506, 3.84030, 3.04477)  0.10
H (4.70436, 3.93086, 1.34313)  0.04
H (8.60434, 2.71703, 2.00773)  0.13

=====

Formula: C25H16BrIIrN5O2S
Source: the Open Molecules 2025 dataset
Level of theory: ωB97M-V/def2-TZVPD

Multiplicity: 2
Gap between HOMO and LUMO (alpha / beta): 7.163 / 5.203 eV
HOMO energy (alpha / beta): -10.66 / -10.74 eV
Total charge: +1
Energy above the lowest of the compared OMol25 structures with the same formula, charge and spin: 0.0 kJ/mol

Each line ends with the Löwdin charge.
Positions of all 52 atoms, in Å:
Ir (-0.02209, -0.46172, 0.62418)  1.19
O (0.39695, 2.88295, 2.88204)  0.13
C (0.51411, 1.97612, 2.09874)  -0.41
N (-0.04931, 0.71481, 2.19372)  -0.06
C (-0.69643, 0.15884, 3.27532)  -0.16
C (-0.67626, 0.66238, 4.58581)  0.01
C (-1.34969, -0.02628, 5.56093)  -0.04
C (-2.07045, -1.20267, 5.27211)  -0.04
C (-2.12888, -1.71637, 4.00215)  0.01
C (-1.42866, -1.05668, 2.98170)  -0.16
N (-1.34604, -1.46987, 1.66947)  -0.07
C (-2.13232, -2.40199, 1.01867)  -0.43
O (-3.15245, -2.90102, 1.42097)  0.13
C (-1.53056, -2.73504, -0.33995)  -0.18
C (-2.04586, -3.75934, -1.10515)  0.03
C (-1.39690, -4.10065, -2.28323)  -0.01
C (-0.24257, -3.42303, -2.63749)  -0.02
C (0.21162, -2.39687, -1.82658)  -0.11
N (-0.43309, -2.04176, -0.71758)  -0.08
C (1.34797, 2.08106, 0.83114)  -0.20
C (2.18594, 3.15697, 0.63158)  0.00
C (3.02417, 3.15267, -0.47282)  -0.01
C (2.99324, 2.07175, -1.33773)  -0.02
C (2.11066, 1.03615, -1.08908)  -0.10
N (1.29590, 1.04486, -0.03544)  -0.07
H (-0.13293, 1.56742, 4.80600)  0.12
H (-1.32166, 0.33469, 6.58008)  0.12
H (-2.57799, -1.71756, 6.07654)  0.12
H (-2.69007, -2.61019, 3.77904)  0.12
H (-2.93123, -4.27143, -0.75457)  0.13
H (-1.77480, -4.90101, -2.90476)  0.12
H (0.31004, -3.68297, -3.52918)  0.12
H (1.11690, -1.84884, -2.04666)  0.11
H (2.17324, 3.96154, 1.35363)  0.14
H (3.70473, 3.97508, -0.64639)  0.13
H (3.64908, 2.01696, -2.19479)  0.12
H (2.04559, 0.17501, -1.73862)  0.11
Br (-0.64773, 4.15305, -1.24863)  0.82
C (-0.42083, 2.79122, -2.53054)  -0.73
C (0.32595, 3.08018, -3.66636)  -0.12
C (0.52656, 2.11114, -4.63548)  -0.05
C (-0.02814, 0.84733, -4.48742)  -0.06
C (-0.77878, 0.55370, -3.36109)  -0.16
C (-0.96200, 1.51988, -2.37932)  -0.70
I (-2.07537, 0.99837, -0.69744)  1.21
H (0.74487, 4.07004, -3.78303)  0.11
H (1.10697, 2.35171, -5.51597)  0.12
H (0.10804, 0.09566, -5.25326)  0.12
H (-1.24004, -0.41827, -3.25096)  0.09
S (4.05494, -1.49205, 2.33036)  0.66
C (2.67065, -1.45099, 1.56638)  -0.95
N (1.66506, -1.45495, 0.92893)  -0.12

=====

How do the records compare in electronic energy? In the order shown, they have -78357.097; -242700.619; -129543.475 eV.